Entry 1:
Computed, not measured: a molecular structure, C19H27IN6W at a distorted geometry, with ωB97M-V/def2-TZVPD.

Calculated values
**HOMO-LUMO gap (spin up / spin down)**: 0.1970 / 0.2191 hartree
**E_LUMO (spin up / spin down)**: -6.97 / -7.13 eV
**2S+1**: 3
**Net charge**: +2

The geometry in XYZ format:
```
54
Properties=species:S:1:pos:R:3:forces:R:3:mulliken_charge:R:1
W -0.525 -0.223 0.368 3.65 0.54 2.20 0.236
C -4.533 1.501 -2.748 0.77 -1.76 -2.13 -1.106
N -3.117 0.942 -2.617 -2.25 1.06 1.24 0.052
C -2.735 -0.075 -3.578 -1.08 -1.65 0.68 -0.989
C -2.543 0.981 -1.400 0.82 -0.44 -2.78 0.626
N -1.398 0.321 -1.244 -2.45 1.65 -0.52 -0.538
N -3.097 1.772 -0.437 -0.85 0.33 1.42 -0.072
C -2.863 1.645 0.931 2.59 0.38 2.38 0.475
N -3.571 2.464 1.754 -1.46 -0.19 -1.40 -0.403
N -1.815 0.967 1.445 -2.40 0.95 -1.00 -0.342
H -4.874 1.166 -3.791 0.41 0.96 1.60 0.375
H -4.543 2.574 -2.684 -0.03 0.44 -0.05 0.378
H -5.210 1.016 -2.053 -0.01 0.05 0.32 0.416
H -3.638 -0.296 -4.203 1.16 0.06 0.43 0.347
H -2.419 -1.014 -3.035 -0.64 0.71 -0.63 0.365
H -1.909 0.221 -4.163 0.84 0.52 -0.96 0.350
H -1.054 -0.119 -2.063 0.15 -0.22 -1.04 0.258
H -3.817 2.474 -0.711 0.90 -1.13 0.16 0.266
H -4.379 2.856 1.229 0.54 -0.05 1.58 0.218
H -3.655 2.304 2.783 0.11 0.19 -1.57 0.282
H -1.676 1.108 2.456 -0.30 0.05 -0.72 0.191
C 2.224 0.543 2.860 1.07 0.18 -1.15 -1.494
C 2.364 1.025 1.368 -1.43 0.07 0.39 2.194
C 2.777 2.523 1.411 -1.24 -0.60 -0.65 -1.783
C 1.036 0.873 0.518 0.87 1.72 0.68 -0.927
C 3.449 0.340 0.610 2.13 -1.63 -1.39 0.440
C 3.377 -0.097 -0.728 -3.00 0.73 -0.57 0.248
C 4.400 -0.585 -1.532 0.04 0.00 0.12 -0.961
C 5.617 -0.714 -0.896 0.59 -0.41 0.27 -0.332
C 5.713 -0.551 0.502 1.42 0.41 0.00 -0.841
C 4.706 0.101 1.189 -0.74 -0.62 -0.33 -0.438
H 1.435 1.084 3.390 0.41 0.22 -0.02 0.393
H 3.253 0.711 3.259 -1.19 -0.04 0.42 0.411
H 2.010 -0.516 2.940 0.01 -0.36 -0.13 0.312
H 2.141 3.083 2.071 -0.34 0.35 0.42 0.404
H 2.699 2.951 0.417 0.06 0.13 -0.24 0.476
H 3.785 2.626 1.709 1.08 0.04 0.51 0.449
H 1.084 1.856 -0.039 -0.68 -1.11 -0.32 0.191
H 2.369 0.041 -1.203 0.98 -0.23 0.23 0.198
H 4.278 -0.894 -2.611 0.01 0.73 1.42 0.341
H 6.481 -0.889 -1.522 0.22 -0.59 0.34 0.404
H 6.637 -0.841 1.094 -1.08 0.59 -1.16 0.321
H 4.868 0.366 2.200 0.28 0.09 0.90 0.333
I -4.244 -3.160 1.804 -0.34 0.05 0.51 0.226
C -2.272 -3.133 1.250 0.47 0.50 -0.19 -0.357
C -1.891 -3.981 0.195 0.42 -1.35 -0.98 -0.171
C -0.579 -4.030 -0.255 -1.45 0.81 -1.21 -0.856
C 0.190 -2.908 0.011 -0.25 -0.43 1.02 -0.250
N -0.189 -2.051 0.982 0.77 -1.24 1.75 -0.092
C -1.321 -2.237 1.742 -0.70 -2.27 -0.80 -0.246
H -2.567 -4.688 -0.322 0.04 0.50 0.88 0.388
H -0.313 -4.696 -1.076 0.14 -0.07 0.53 0.393
H 1.177 -2.834 -0.335 1.19 0.56 -0.63 0.660
H -1.319 -1.903 2.761 -0.23 0.83 0.15 0.581
```
Forces are in eV/Å.

=====

Entry 2:
Computed, not measured: a molecular structure, C20H29AsF2O5 at a distorted geometry, with ωB97M-V/def2-TZVPD.

Calculated values
**HOMO-LUMO gap**: 0.1811 hartree
**E_LUMO**: 4.76 eV
**Net charge**: -2

The geometry in XYZ format:
```
57
Properties=species:S:1:pos:R:3:forces:R:3:mulliken_charge:R:1
C 4.900 -1.191 1.053 -0.08 1.39 0.17 -1.028
C 4.934 -0.512 -0.365 -0.03 -1.02 0.12 -0.523
C 3.739 -0.952 -1.324 1.20 1.03 -0.83 -0.418
C 2.783 0.270 -1.613 1.13 -0.85 -1.06 -1.919
As 1.168 0.413 -0.363 0.38 1.37 0.67 2.344
F 1.891 -0.863 0.798 0.11 -0.82 -0.31 -0.773
C -0.412 0.556 0.929 -1.03 -0.66 0.62 -1.246
C -0.329 -0.367 2.198 -1.62 1.10 0.93 -0.125
C -1.586 0.029 3.104 1.62 -0.59 -0.46 -0.188
F -1.190 -0.146 4.479 -0.73 0.10 -0.52 -0.407
C 0.270 -1.017 -1.490 -0.08 -1.66 -0.68 -1.075
C -0.327 -2.262 -0.743 -0.94 -0.61 -0.80 -0.696
C -1.855 -2.241 -0.457 -1.54 -0.50 1.26 0.767
C -2.318 -2.965 0.741 -0.92 0.36 -0.64 -0.476
C -3.703 -3.063 1.126 0.11 1.14 -1.71 -0.583
C -4.706 -2.385 0.319 1.77 -0.07 -0.34 -0.342
C -4.277 -1.678 -0.862 0.91 -0.63 0.66 -0.576
C -2.878 -1.618 -1.265 -0.49 -0.86 1.42 -0.183
C 0.544 1.960 -1.528 -1.06 1.85 -1.42 -0.661
C -0.942 2.228 -1.718 0.09 -0.73 -1.03 0.408
O -1.884 1.485 -1.761 0.65 -0.02 0.20 -0.379
O -1.282 3.622 -2.058 -0.16 -0.31 1.84 -0.372
C -1.831 4.293 -0.986 0.23 1.21 0.22 0.610
C -2.933 3.746 -0.040 -0.40 -0.49 -0.31 -0.628
O -1.458 5.429 -0.799 -0.36 -0.28 -0.25 -0.602
C 2.129 1.805 0.816 3.11 3.12 1.84 -0.061
O 1.937 1.845 2.063 -1.17 -1.19 -0.72 -0.704
O 3.002 2.670 0.345 -1.69 -2.01 -1.06 -0.771
H 4.172 -0.615 1.685 0.46 -0.79 -0.54 0.148
H 5.908 -1.032 1.531 -0.79 -0.52 -0.32 0.351
H 4.594 -2.266 1.028 0.40 0.83 -0.03 0.265
H 5.905 -0.824 -0.851 -0.81 0.34 0.32 0.392
H 4.951 0.607 -0.256 -0.13 -1.08 -0.02 0.270
H 3.242 -1.901 -1.019 0.19 0.82 0.14 0.150
H 4.253 -1.183 -2.310 -0.55 0.05 0.80 0.407
H 3.427 1.184 -1.606 -0.77 -0.52 0.34 0.528
H 2.470 0.162 -2.699 -0.18 0.11 1.06 0.544
H -0.510 1.636 1.241 0.39 -1.00 -0.13 0.514
H -1.401 0.297 0.457 0.79 0.17 -0.05 0.348
H 0.552 -0.197 2.851 -0.38 0.04 -0.86 0.330
H -0.451 -1.455 1.996 0.40 0.81 -0.16 -0.044
H -2.439 -0.665 2.909 0.37 0.74 0.25 0.135
H -1.821 1.107 2.946 -0.05 -0.83 0.34 0.197
H -0.509 -0.637 -2.200 0.62 0.04 0.75 0.178
H 1.072 -1.445 -2.159 -0.65 0.51 0.68 0.505
H -0.191 -3.145 -1.443 -0.15 0.70 0.65 0.469
H 0.184 -2.572 0.196 -0.12 0.67 -0.66 0.160
H -1.571 -3.484 1.390 -0.58 0.60 -0.71 0.174
H -4.050 -3.634 2.016 0.59 0.50 -0.71 0.314
H -5.776 -2.429 0.629 0.96 0.13 -0.41 0.312
H -5.033 -1.158 -1.492 0.67 -0.45 0.55 0.310
H -2.611 -1.085 -2.197 -0.17 -0.28 0.83 0.242
H 1.021 2.937 -1.235 -0.30 -1.10 -0.01 0.389
H 0.955 1.774 -2.565 -0.60 0.05 0.86 0.355
H -3.945 3.929 -0.501 1.03 -0.15 0.17 0.266
H -2.907 4.350 0.901 0.23 -0.61 -0.85 0.269
H -2.877 2.652 0.160 0.12 0.85 -0.10 0.126
```
Forces are in eV/Å.

=====

Entry 3:
Computed, not measured: a single C3H5N3O molecule at a distorted geometry, with ωB97M-V/def2-TZVPD.

Calculated values
**HOMO-LUMO gap**: 0.3795 hartree
**E_LUMO**: 0.80 eV
**Energy relative to the best compared isomer or geometry (same formula, charge and spin)**: 472.4 kJ/mol

The geometry in XYZ format:
```
12
Properties=species:S:1:pos:R:3:forces:R:3:mulliken_charge:R:1
C -1.631 -0.375 0.070 2.27 -4.04 1.58 -1.243
C -0.186 0.124 -0.066 -2.41 2.50 0.63 0.630
C 0.103 1.496 -0.075 1.17 -0.85 0.17 -0.420
N 1.509 1.588 0.081 -2.66 4.54 -1.51 -0.531
N 1.995 0.447 0.038 2.00 0.70 1.37 -0.481
N 1.039 -0.383 0.111 0.46 -3.23 -0.93 0.819
O 1.521 -1.631 -0.081 -4.45 -2.92 -0.22 -0.504
H -1.820 -1.041 1.002 0.51 1.63 -1.06 0.260
H -1.878 -1.103 -0.659 0.38 -1.12 -1.22 0.351
H -2.444 0.233 -0.105 -1.03 2.55 0.27 0.408
H -0.652 2.307 -0.260 1.39 -0.79 0.62 0.328
H 2.445 -1.662 -0.056 2.36 1.03 0.29 0.383
```
Forces are in eV/Å.

=====

Entry 4:
Computed, not measured: a molecular structure, C30H45EuF3N4O3PSb at a distorted geometry, with ωB97M-V/def2-TZVPD.

Calculated values
**HOMO-LUMO gap (spin up / spin down)**: 0.3102 / 0.3277 hartree
**E_LUMO (spin up / spin down)**: -4.54 / -4.54 eV
**2S+1**: 8
**Net charge**: +2

The geometry in XYZ format:
```
88
Properties=species:S:1:pos:R:3:forces:R:3:mulliken_charge:R:1
Eu 13.415 12.154 9.879 0.89 0.43 0.13 1.325
N 13.043 12.947 12.329 0.16 -0.28 0.97 -0.353
C 13.708 14.278 12.563 -0.64 -0.50 0.91 -0.875
C 13.239 15.308 11.555 -0.81 0.16 -0.24 -0.369
N 13.584 14.857 10.173 1.61 1.26 -0.28 0.809
C 15.007 15.420 9.850 -0.72 -0.12 1.26 -1.279
C 16.005 14.479 9.191 -0.46 -0.24 0.85 -0.731
N 15.920 13.173 9.898 0.23 0.15 0.51 -0.453
C 12.674 15.416 9.173 -0.09 0.45 -0.06 0.430
C 13.041 14.954 7.768 -1.20 -1.37 1.12 -1.285
N 12.958 13.456 7.630 1.70 0.84 0.93 -0.197
H 12.036 13.068 12.454 0.00 0.13 -0.04 -0.041
H 13.291 12.300 13.117 -0.10 0.80 -0.95 0.303
H 14.769 14.092 12.496 0.45 0.14 -0.04 0.341
H 13.498 14.581 13.607 0.17 0.26 -0.57 0.536
H 13.611 16.333 11.741 0.20 -0.52 0.14 0.498
H 12.139 15.439 11.669 0.57 -0.42 -0.31 -0.183
H 15.408 15.764 10.821 0.03 -0.45 -0.32 0.706
H 14.978 16.346 9.274 -0.47 0.02 -0.18 0.261
H 16.965 14.956 9.348 0.38 0.01 -0.31 0.513
H 15.808 14.401 8.129 0.11 -0.40 -0.18 0.352
H 16.074 13.421 10.885 -0.08 -0.35 -0.37 0.130
H 16.676 12.511 9.692 -0.21 0.59 -0.22 0.262
H 12.660 16.528 9.184 0.25 -0.33 0.00 0.472
H 11.643 15.152 9.423 0.06 -0.32 -0.13 -0.816
H 14.013 15.262 7.500 0.99 0.43 -0.34 0.377
H 12.335 15.418 7.132 -0.63 0.49 -1.03 0.544
H 13.677 13.136 6.996 0.02 0.03 -0.31 0.360
H 12.090 13.186 7.255 -1.20 -0.15 -0.65 -0.066
F 6.097 7.920 10.723 0.73 0.83 -0.51 -0.318
C 7.006 8.905 10.446 -0.69 -1.10 0.92 0.181
C 8.080 8.999 11.321 0.57 1.07 -1.11 -0.801
C 8.995 10.046 11.078 -0.87 -0.36 -0.77 -0.290
C 8.792 10.914 9.980 -0.46 -0.34 0.74 0.268
C 7.686 10.725 9.121 1.44 1.00 -0.26 -0.456
C 6.790 9.720 9.345 -0.48 -0.83 0.43 -0.724
Sb 10.134 12.548 9.923 -0.42 0.33 0.42 0.867
C 9.511 13.746 8.291 0.24 -0.24 -1.89 0.686
C 9.915 13.300 6.989 -0.21 0.04 0.34 -1.259
C 9.755 14.045 5.823 0.33 -0.28 -0.02 -0.343
C 9.113 15.287 5.923 0.49 -0.48 -1.13 0.245
F 8.978 16.040 4.809 -0.01 -0.47 0.75 -0.317
C 8.638 15.722 7.121 -0.80 1.22 1.23 -0.727
C 8.879 14.970 8.298 -0.79 0.84 0.05 -0.291
C 9.489 13.697 11.640 -0.29 1.05 -0.75 0.548
C 8.913 13.084 12.743 0.20 0.20 -0.58 -0.586
C 8.599 13.781 13.890 -0.39 -1.30 1.13 -0.609
C 8.838 15.116 13.920 -0.08 0.16 0.45 0.062
F 8.609 15.748 15.077 0.04 0.34 -0.33 -0.324
C 9.288 15.797 12.811 -0.25 0.53 0.34 -0.677
C 9.604 15.112 11.655 0.60 -0.78 0.21 -0.543
H 8.237 8.248 12.069 -0.11 -0.07 0.38 0.489
H 9.877 10.146 11.701 -0.01 -0.02 0.09 0.532
H 7.627 11.362 8.234 -0.33 -0.12 0.33 0.423
H 5.926 9.513 8.723 0.13 0.16 -0.05 0.480
H 10.359 12.311 6.869 -0.02 0.01 0.08 0.563
H 10.166 13.655 4.867 -0.59 0.47 0.72 0.399
H 8.056 16.686 7.181 0.84 -1.20 -0.09 0.409
H 8.487 15.399 9.222 0.11 -0.18 -0.17 0.478
H 8.661 12.062 12.644 -0.14 -1.06 0.30 0.538
H 8.198 13.287 14.801 0.24 0.34 -0.87 0.440
H 9.316 16.863 12.933 0.31 0.44 -0.37 0.526
H 10.035 15.671 10.827 -0.28 -0.14 0.05 0.428
C 13.494 5.899 11.163 0.16 -1.02 -0.63 -1.082
C 14.338 6.381 9.953 -1.55 -1.43 0.56 -0.288
O 14.111 7.742 9.663 0.48 2.22 0.05 -0.216
P 14.120 8.942 10.731 0.81 0.13 -0.21 -0.383
O 15.088 10.138 9.933 -1.30 -0.50 0.26 -0.201
C 16.392 9.817 9.463 0.71 0.03 0.31 -0.368
C 16.603 10.331 8.037 -1.09 0.20 0.52 -0.970
O 12.765 9.708 10.260 -0.94 0.16 0.06 0.045
C 12.339 9.637 8.878 -0.24 -1.22 -0.62 0.637
C 11.229 8.587 8.633 0.05 0.77 -1.30 -0.964
H 13.647 4.784 11.240 -0.45 1.07 -0.18 0.373
H 12.404 6.138 11.005 1.12 -0.33 0.18 0.247
H 13.837 6.282 12.112 0.03 0.38 0.27 0.393
H 13.814 5.940 9.088 1.14 -0.49 0.13 0.271
H 15.417 6.172 10.050 -0.59 -0.09 -0.25 0.300
H 16.469 8.713 9.505 0.48 0.60 -0.09 0.351
H 17.110 10.314 10.169 -0.32 -0.79 -0.59 0.337
H 15.727 10.089 7.409 0.42 -0.12 0.19 0.216
H 17.480 9.869 7.638 0.56 -0.17 -0.44 0.433
H 16.715 11.423 8.011 0.10 -0.28 -0.04 0.188
H 13.214 9.401 8.255 -0.25 0.21 0.10 0.144
H 11.946 10.632 8.611 -0.06 -0.23 -0.06 0.074
H 11.435 7.601 9.061 0.36 0.21 -0.39 0.220
H 11.063 8.551 7.490 0.26 -0.24 1.80 0.363
H 10.305 8.924 9.087 -0.18 0.10 -0.01 0.012
```
Forces are in eV/Å.

=====

Entry 5:
Computed, not measured: a single C8H12OS molecule at a distorted geometry, with ωB97M-V/def2-TZVPD.

Calculated values
**HOMO-LUMO gap (spin up / spin down)**: 0.2922 / 0.2862 hartree
**E_LUMO (spin up / spin down)**: -0.08 / 0.01 eV
**Energy relative to the best compared isomer or geometry (same formula, charge and spin)**: 592.5 kJ/mol

The geometry in XYZ format:
```
22
Properties=species:S:1:pos:R:3:forces:R:3:mulliken_charge:R:1
C 2.237 0.560 -0.450 -1.98 -0.04 0.00 -0.230
C 1.934 0.723 0.987 1.44 0.43 1.43 0.272
C 1.427 0.000 -1.374 -0.10 -0.70 0.15 -0.615
C 0.864 0.309 1.599 -3.00 -1.43 -0.51 -0.870
C 0.234 -0.934 -1.138 1.63 2.46 0.93 -1.330
C -0.710 -0.762 -0.045 1.67 1.21 2.52 0.896
C -1.232 -2.036 0.534 -1.30 -1.05 -0.56 -1.505
C -1.133 2.084 -0.150 2.29 -4.24 -1.84 -0.978
O -2.962 0.295 0.719 -1.58 0.18 1.87 -0.636
S -1.991 0.455 -0.337 1.32 0.24 -1.85 0.483
H 3.093 1.130 -0.638 1.24 0.42 -1.26 0.407
H 2.725 1.263 1.661 -1.19 -0.93 -1.44 0.179
H 1.588 -0.103 -2.455 0.98 0.82 0.52 0.280
H 0.430 0.364 2.625 0.68 -0.04 -1.05 0.322
H -0.245 -1.096 -2.031 -1.72 0.38 -2.51 0.646
H 0.665 -1.861 -1.091 1.45 -2.66 0.89 0.540
H -2.303 -1.932 0.778 0.31 -0.24 -0.34 0.414
H -0.811 -2.361 1.441 0.91 0.35 1.53 0.338
H -1.024 -2.985 -0.043 -0.49 1.27 -0.32 0.319
H -0.303 1.961 0.474 0.45 0.22 2.08 0.232
H -1.898 2.701 -0.007 -2.70 2.94 0.95 0.486
H -0.586 2.225 -1.059 -0.31 0.40 -1.19 0.351
```
Forces are in eV/Å.

=====

Entry 6:
Computed, not measured: a single C2H2NOP molecule at a distorted geometry, with ωB97M-V/def2-TZVPD.

Calculated values
**HOMO-LUMO gap**: 0.3174 hartree
**E_LUMO**: -0.45 eV
**Energy relative to the best compared isomer or geometry (same formula, charge and spin)**: 284.8 kJ/mol

The geometry in XYZ format:
```
7
Properties=species:S:1:pos:R:3:forces:R:3:mulliken_charge:R:1
H -0.477 -1.978 0.844 1.79 -3.51 -1.08 0.235
N -0.881 -1.154 1.068 -1.84 3.11 0.99 -0.538
C -0.533 -0.162 0.366 1.24 -2.55 -0.15 -0.074
P 0.764 -0.287 -0.944 -1.49 -0.83 -0.36 0.028
C 1.487 1.349 -0.587 1.86 1.89 1.35 -0.049
O 0.611 1.515 -1.411 -0.73 -0.63 -0.89 -0.046
H -0.971 0.718 0.664 -0.84 2.52 0.13 0.443
```
Forces are in eV/Å.

=====

- Number 2 is which compound?
  C20H29AsF2O5